(1)
Molecular formula: C3H9N3O2
Method: DFT, wB97M-V/def2-TZVPD

The geometry in XYZ format:
```
17
Properties=species:S:1:pos:R:3:nbo_charge:R:1
H -2.401 -0.138 1.414 0.3802
N -1.405 -0.313 1.283 -0.7454
C -0.940 0.219 0.212 0.5451
C -1.687 1.140 -0.705 -0.7062
O -0.048 -0.737 -0.686 -0.4490
N 0.327 -1.913 0.062 -0.5599
H -2.664 0.711 -0.938 0.2423
H -1.833 2.097 -0.198 0.2359
H -1.126 1.333 -1.620 0.2547
H -0.325 -1.885 0.865 0.3753
H 0.014 -2.676 -0.536 0.3558
N 2.413 -0.083 0.573 -0.8581
C 1.719 0.828 -0.143 0.6395
O 2.104 1.584 -0.994 -0.5905
H 1.909 -0.958 0.752 0.4274
H 3.385 -0.192 0.320 0.3912
H 0.558 0.983 0.339 0.0617
```

For the highest occupied orbital energy, the calculation gives -9.4 eV. The spin multiplicity is 1. The relative energy (zero: lowest compared OMol25 entry of this formula, charge and spin) comes out at 127.0 kcal per mole. For the energy, the calculation gives -11818.554 eV. The HOMO-LUMO gap is 9.32 eV. The SMILES is [H]/N=C(\C)ON.NC=O.

***

(2)
Molecular formula: C2HO4
Method: DFT, wB97M-V/def2-TZVPD

The geometry in XYZ format:
```
7
Properties=species:S:1:pos:R:3:nbo_charge:R:1
C 0.042 0.340 -1.467 0.6450
C 2.380 -0.069 -0.113 1.0276
O 2.522 0.933 0.501 -0.6553
O 0.577 -0.132 -0.435 -0.6991
O 2.872 -1.034 -0.537 -0.6413
O -1.105 0.593 -1.602 -0.6988
H 0.679 0.627 -2.302 0.0221
```

For the highest occupied orbital energy, the calculation gives -5.2 eV. As for the charge: -1. The spin multiplicity is 1. The relative energy (zero: lowest compared OMol25 entry of this formula, charge and spin) comes out at 2.3 kcal per mole. For the energy, the calculation gives -10282.272 eV. The HOMO-LUMO gap is 9.38 eV.

***

(3)
Molecular formula: C5H10N2O
Method: DFT, wB97M-V/def2-TZVPD

The geometry in XYZ format:
```
18
Properties=species:S:1:pos:R:3:nbo_charge:R:1
C 0.878 -0.298 -1.242 -0.2446
C 0.103 -0.164 2.216 -0.4163
N 0.158 0.269 0.810 -0.4890
C 1.497 0.065 0.034 0.7037
N 0.511 0.759 -2.148 -0.8436
C -0.592 -0.614 -0.266 -0.0261
C -1.868 -0.149 -0.617 -0.8482
O 2.550 -0.015 0.587 -0.4918
H -0.217 1.217 0.720 0.4303
H 1.381 -1.133 -1.736 0.2010
H 0.998 1.635 -2.035 0.3666
H -0.505 0.874 -2.185 0.3822
H -0.529 -1.651 0.055 0.2059
H 0.551 -1.152 2.293 0.2180
H 0.662 0.530 2.843 0.2205
H -0.944 -0.202 2.514 0.2367
H -2.024 0.888 -0.899 0.1777
H -2.611 -0.860 -0.945 0.2171
```

For the highest occupied orbital energy, the calculation gives -6.5 eV. The spin multiplicity is 1. The relative energy (zero: lowest compared OMol25 entry of this formula, charge and spin) comes out at 103.2 kcal per mole. For the energy, the calculation gives -10370.828 eV. The HOMO-LUMO gap is 7.00 eV.

***

(4)
Molecular formula: C7H21N3O10S
Method: DFT, wB97M-V/def2-TZVPD

The geometry in XYZ format:
```
42
Properties=species:S:1:pos:R:3:lowdin_spin:R:1
C -23.159 -24.984 24.710 0.0003
O -24.086 -23.983 25.254 0.0005
H -23.283 -25.895 25.297 0.0001
H -23.388 -25.295 23.691 0.0000
H -22.106 -24.708 24.759 0.0002
H -24.975 -24.211 24.971 0.0000
O -22.447 -19.815 22.658 0.4475
S -21.010 -19.619 23.029 0.0595
O -20.457 -18.275 23.197 0.0258
O -20.660 -20.573 24.353 0.1777
C -21.267 -21.814 24.534 0.0318
C -21.012 -22.101 26.056 0.0347
C -20.026 -20.632 21.747 0.1780
H -20.628 -22.464 23.937 0.0104
H -22.273 -21.758 24.118 -0.0002
H -21.260 -23.140 26.276 0.0051
H -21.616 -21.579 26.798 0.0005
H -19.953 -21.918 26.242 -0.0001
H -19.763 -19.927 20.959 0.0078
H -20.518 -21.562 21.462 0.0016
H -19.137 -20.861 22.336 0.0111
C -19.326 -25.264 23.257 0.0005
N -18.797 -23.954 22.870 0.0004
O -19.149 -23.519 21.812 0.0056
O -18.210 -23.304 23.707 0.0009
H -18.432 -25.873 23.392 0.0000
H -20.008 -25.484 22.436 0.0000
H -19.766 -25.118 24.243 0.0001
C -19.979 -28.649 23.846 0.0000
N -21.407 -28.593 24.120 0.0000
O -22.061 -27.714 23.563 0.0000
O -21.848 -29.461 24.974 0.0000
H -19.729 -29.706 23.755 0.0000
H -19.363 -28.178 24.612 0.0000
H -19.929 -28.236 22.838 0.0000
C -27.172 -22.264 27.273 0.0000
N -26.462 -21.224 26.520 0.0000
O -25.246 -21.015 26.689 0.0001
O -27.119 -20.580 25.773 0.0000
H -26.707 -22.323 28.256 0.0000
H -26.972 -23.102 26.605 0.0000
H -28.262 -22.268 27.240 0.0000
```

For the highest occupied orbital energy (alpha / beta), the calculation gives -13.0 / -13.0 eV. As for the charge: +1. The spin multiplicity is 2. For the energy, the calculation gives -43358.251 eV. The expectation value of S² is 0.7631. The HOMO-LUMO gap (alpha / beta) is 9.64 / 2.94 eV.

***

(5)
Molecular formula: C6H6N2
Method: DFT, wB97M-V/def2-TZVPD

The geometry in XYZ format:
```
14
Properties=species:S:1:pos:R:3:nbo_charge:R:1
C -1.244 -2.478 1.170 -0.0458
N -0.203 -1.814 1.055 -0.3845
C -0.256 -0.327 0.137 0.1882
C -1.168 0.685 -0.502 -0.0622
C -0.824 1.931 -0.818 -0.1214
N 0.504 2.461 -0.527 -0.4083
C 1.385 1.541 -0.332 0.1686
C 1.113 -0.064 -0.317 -0.5742
H -2.344 -2.205 0.953 0.1671
H -1.192 -3.480 1.577 0.1792
H -1.401 2.677 -1.328 0.2127
H 2.321 1.745 -0.028 0.1733
H 1.402 -0.216 -1.329 0.2592
H 1.907 -0.455 0.290 0.2481
```

For the highest occupied orbital energy (alpha / beta), the calculation gives -8.1 / -8.8 eV. The spin multiplicity is 1. The relative energy (zero: lowest compared OMol25 entry of this formula, charge and spin) comes out at 147.2 kcal per mole. For the energy, the calculation gives -9292.362 eV. The HOMO-LUMO gap (alpha / beta) is 7.33 / 8.04 eV. The SMILES is C=NC1=C=CN=CC1.

***

(6)
Molecular formula: C4H7IN
Method: DFT, wB97M-V/def2-TZVPD

The geometry in XYZ format:
```
13
Properties=species:S:1:pos:R:3:nbo_charge:R:1
N 1.508 -0.199 0.198 -0.7260
C 0.438 0.352 -0.852 -0.2132
C -1.000 -0.101 -0.579 -0.3026
C -1.715 0.683 0.455 -0.1561
C -1.320 -0.452 0.825 -0.2085
I -1.218 -2.029 2.095 0.3079
H 1.196 -0.979 0.823 0.4578
H 1.709 0.629 0.772 0.4439
H 2.464 -0.456 -0.250 0.4602
H 0.419 1.417 -0.867 0.2260
H 0.775 0.036 -1.800 0.2296
H -1.421 -0.655 -1.396 0.2237
H -1.836 1.754 0.576 0.2575
```

For the highest occupied orbital energy, the calculation gives -13.2 eV. As for the charge: +1. The spin multiplicity is 1. The relative energy (zero: lowest compared OMol25 entry of this formula, charge and spin) comes out at 67.7 kcal per mole. For the energy, the calculation gives -13842.320 eV. The HOMO-LUMO gap is 9.46 eV. The SMILES is [NH3+]C[C@@H]1C=C1I.

***

(7)
Molecular formula: C42H29AsF10N4O4Tl
Method: DFT, wB97M-V/def2-TZVPD

The geometry in XYZ format:
```
91
Properties=species:S:1:pos:R:3:mulliken_charge:R:1
Tl -0.057 -2.773 -0.043 0.9238
C 3.494 -3.851 0.166 -1.2294
N 2.749 -2.613 0.308 0.8237
C 2.842 -2.103 1.680 -0.7787
C 2.164 -2.941 2.760 -1.0385
N 0.730 -3.046 2.571 0.0441
C -0.007 -3.534 3.560 0.0003
C -1.431 -3.631 3.440 -0.1444
F -1.998 -3.300 2.258 -0.2760
C -2.292 -4.041 4.427 -0.1205
F -3.615 -4.045 4.185 -0.3446
C -1.820 -4.439 5.665 0.7024
F -2.654 -4.802 6.663 -0.3504
C -0.450 -4.425 5.842 -0.0221
F 0.051 -4.825 7.022 -0.3283
C 0.412 -4.014 4.848 0.5976
F 1.734 -4.108 5.149 -0.3590
C 3.237 -1.608 -0.648 -0.6890
C 2.872 -1.866 -2.120 -0.8185
N 1.475 -1.618 -2.390 -0.1302
C 0.945 -2.008 -3.542 0.0581
C 1.561 -2.644 -4.662 0.4153
F 2.899 -2.886 -4.653 -0.3834
C 0.881 -3.012 -5.805 -0.0308
F 1.550 -3.600 -6.811 -0.3351
C -0.473 -2.778 -5.950 0.7363
F -1.127 -3.127 -7.080 -0.3564
C -1.125 -2.141 -4.907 -0.1022
F -2.440 -1.874 -5.016 -0.3346
C -0.445 -1.776 -3.775 0.0438
F -1.134 -1.115 -2.825 -0.2834
H 4.552 -3.723 0.454 0.3719
H 3.458 -4.198 -0.865 0.2568
H 3.054 -4.624 0.796 0.2330
H 2.386 -1.115 1.689 -0.0056
H 3.905 -1.999 1.968 0.3840
H 2.408 -2.441 3.706 0.5309
H 2.624 -3.938 2.803 0.4224
H 4.336 -1.527 -0.575 0.3687
H 2.789 -0.650 -0.374 0.0086
H 3.159 -2.888 -2.392 0.2798
H 3.509 -1.195 -2.718 0.3828
O -4.987 -1.974 -1.207 -0.4633
C -3.755 -2.155 -0.693 -0.1403
O -3.003 -2.991 -1.094 -0.4823
C -3.505 -1.216 0.456 0.2931
C -4.599 -0.732 1.163 -0.4957
C -4.365 0.079 2.251 -1.1148
C -3.064 0.368 2.602 -0.8994
C -2.022 -0.140 1.831 1.5831
N -2.241 -0.923 0.767 0.5053
C -0.593 0.193 2.171 0.3537
O -0.368 0.656 3.417 -0.5595
O 0.330 0.131 1.416 -0.6984
H -5.090 -2.567 -1.962 0.3756
H -5.602 -1.007 0.876 0.5240
H -5.192 0.474 2.827 0.4677
H -2.884 1.028 3.441 0.1099
H -1.155 0.596 3.967 0.4078
C 3.990 5.689 0.586 -0.4355
C 2.740 5.792 1.178 -0.6666
C 1.749 4.861 0.891 -0.0574
C 1.996 3.817 0.006 0.5094
C 3.266 3.707 -0.561 -0.4003
C 4.254 4.639 -0.283 -0.6367
As 0.707 2.401 -0.484 0.6086
C -0.916 3.259 0.180 -0.2778
C -1.355 3.354 1.494 0.0584
C -2.594 3.913 1.783 -0.7516
C -3.414 4.352 0.752 -0.9107
C -2.984 4.273 -0.565 -0.4427
C -1.729 3.746 -0.857 0.4123
C -1.102 3.703 -2.188 0.4535
C -1.673 4.160 -3.372 -0.6029
C -0.945 4.119 -4.551 -0.7421
C 0.361 3.643 -4.551 -0.7320
C 0.929 3.174 -3.376 -0.4218
C 0.201 3.193 -2.196 0.2822
H 4.757 6.423 0.803 0.3619
H 2.533 6.603 1.866 0.3823
H 0.774 4.959 1.354 0.3261
H 3.473 2.874 -1.227 0.2930
H 5.233 4.545 -0.738 0.3807
H -0.713 3.014 2.301 0.4232
H -2.925 4.007 2.811 0.4436
H -4.387 4.771 0.978 0.4007
H -3.624 4.629 -1.363 0.3889
H -2.687 4.545 -3.380 0.3494
H -1.395 4.459 -5.476 0.3957
H 0.925 3.618 -5.475 0.3896
H 1.939 2.780 -3.379 0.3288
```

For the highest occupied orbital energy, the calculation gives -3.6 eV. As for the charge: -1. The spin multiplicity is 1. The relative energy (zero: lowest compared OMol25 entry of this formula, charge and spin) comes out at 13.8 kcal per mole. For the energy, the calculation gives -150881.779 eV. The HOMO-LUMO gap is 5.13 eV.

***

(8)
Molecular formula: C3H6N2OS2
Method: DFT, wB97M-V/def2-TZVPD

The geometry in XYZ format:
```
14
Properties=species:S:1:pos:R:3:nbo_charge:R:1
C 1.691 1.646 -0.239 -0.6403
C 0.501 0.725 0.000 -0.5283
S -0.054 0.071 -1.595 0.4323
N -1.329 -0.931 -1.035 -0.8004
C -1.481 -1.557 0.188 0.7624
O -2.553 -2.080 0.474 -0.6393
N -0.442 -1.537 1.091 -0.7901
S 1.043 -0.669 1.021 0.4273
H 2.053 2.034 0.703 0.2326
H 2.525 1.105 -0.781 0.2295
H 1.391 2.503 -0.857 0.2334
H -0.323 1.235 0.508 0.2327
H -2.248 -0.778 -1.493 0.4270
H -0.773 -1.766 2.016 0.4213
```

For the highest occupied orbital energy, the calculation gives -8.7 eV. The spin multiplicity is 1. The relative energy (zero: lowest compared OMol25 entry of this formula, charge and spin) comes out at 23.6 kcal per mole. For the energy, the calculation gives -29906.301 eV. The HOMO-LUMO gap is 9.27 eV. The SMILES is CC1SNC(=O)NS1.